Entry 1:
# C13H33B3N3O26PS5

A structure of composition C13H33B3N3O26PS5 (wB97M-V/def2-TZVPD, the Open Molecules 2025 dataset).

```
84
Properties=species:S:1:pos:R:3:forces:R:3
N 5.15518 0.42363 -1.08306 -0.43 0.41 -0.42
C 4.37042 1.03062 -2.18467 1.58 0.03 -0.96
N 5.33404 1.13758 -3.31980 -0.83 -0.12 0.35
N 3.89091 2.40224 -1.91219 -0.69 -0.51 0.79
C 3.25719 0.05463 -2.65313 -0.01 0.55 0.29
B 1.96038 0.00954 -1.74503 0.34 -0.93 1.37
O 1.23704 -1.17400 -1.54052 0.05 3.11 -2.65
B -0.07544 -0.93503 -2.05515 0.44 -0.16 0.80
O -0.66903 0.34805 -1.96940 1.06 -0.08 -0.78
B 0.25118 1.39309 -1.88108 -0.14 0.15 1.12
C 0.12068 2.79703 -2.62596 -0.22 -0.74 1.37
P -1.41679 3.73433 -2.29592 -0.01 1.79 -2.21
O -1.44630 4.85986 -3.25185 0.08 -0.04 0.04
O -2.75244 2.83525 -2.51260 1.13 0.00 1.03
O -1.42039 4.33740 -0.78031 0.14 -1.48 -0.52
O 1.39252 1.14261 -1.10940 0.21 -0.01 -1.61
H 4.74887 0.68310 -0.18545 0.23 -0.05 -0.11
H 6.08949 0.82560 -1.16042 -0.19 -0.23 0.39
H 5.94235 1.93647 -3.13996 -0.05 -0.15 -0.16
H 4.75230 1.37979 -4.12116 0.45 0.07 -0.02
H 3.51478 2.39063 -0.95963 -0.25 0.28 -0.41
H 4.65933 3.06976 -1.88246 0.08 -0.36 -0.12
H 2.93185 0.40435 -3.66292 -0.02 -0.14 0.55
H 3.69483 -0.94912 -2.80541 -0.20 0.54 0.22
H -0.65490 -1.78904 -2.62461 -0.09 0.38 -0.40
H 0.96087 3.42854 -2.26948 -0.45 -0.25 -0.30
H 0.28027 2.61089 -3.70652 -0.51 0.39 0.43
H -2.83346 2.71984 -3.47615 -0.10 0.13 0.37
H -0.61185 4.88092 -0.72651 -0.38 -0.08 0.10
C -1.02036 9.36822 1.15826 -0.01 0.38 -0.37
C -1.01740 8.17640 0.22569 -0.52 -0.28 0.19
O 0.36089 7.81162 0.10007 0.22 0.39 0.19
S 1.12261 8.13673 1.48205 -0.47 0.16 -0.11
O 1.19964 6.94262 2.24418 0.18 0.06 0.08
O 2.26081 8.92649 1.18963 0.14 -0.19 0.01
O -0.01247 9.07550 2.13217 0.10 -0.49 -0.15
H -0.73470 10.28319 0.63434 -0.03 -0.02 -0.01
H -1.98451 9.51462 1.64003 0.14 -0.08 0.20
H -1.44292 8.40852 -0.74773 0.26 -0.06 -0.08
H -1.55292 7.32994 0.66326 -0.06 0.05 -0.02
C -0.08022 -5.68485 1.04776 -0.34 -0.39 0.43
C -1.07345 -5.75782 -0.09060 0.27 -0.19 -0.36
O -1.65270 -4.45163 -0.16100 1.33 -0.32 3.73
S -0.54944 -3.36313 0.27730 -0.33 -1.25 -0.10
O 0.05414 -2.81260 -0.88832 -1.09 -1.91 1.92
O -1.10863 -2.54548 1.29834 0.03 0.31 -0.27
O 0.50309 -4.38253 0.94556 -0.07 0.31 -0.39
H -0.58217 -5.75916 2.01565 -0.01 -0.06 -0.03
H 0.68809 -6.45208 0.97932 0.16 0.23 -0.06
H -1.84170 -6.50895 0.07908 -0.16 0.23 0.03
H -0.57345 -5.95659 -1.04369 0.03 -0.05 0.04
C -3.23447 -4.31535 -5.34862 0.09 -0.32 -0.42
C -3.91735 -5.31530 -4.43766 -0.46 0.32 0.11
O -2.88982 -5.75010 -3.54118 0.44 0.13 -0.25
S -1.86313 -4.53670 -3.27767 -0.64 0.40 -0.52
O -2.21491 -3.90725 -2.05629 -0.69 0.52 -3.12
O -0.54804 -5.00086 -3.53677 0.03 -0.09 0.28
O -2.33536 -3.59620 -4.50088 -0.12 -0.25 0.37
H -2.64776 -4.81853 -6.12088 -0.05 -0.01 0.00
H -3.94073 -3.63398 -5.81802 0.11 0.15 0.15
H -4.33261 -6.15955 -4.98281 0.21 -0.13 0.13
H -4.70516 -4.84176 -3.84682 -0.01 0.00 -0.06
C 0.12811 -3.47645 5.55104 0.63 -0.15 0.01
C -0.57615 -3.62781 4.22620 -0.14 0.61 0.01
O -1.35510 -4.82614 4.36032 0.19 -0.29 0.40
S -1.82884 -4.97892 5.89339 0.44 0.50 -0.17
O -3.15378 -4.48364 6.00612 -0.07 -0.20 0.18
O -1.46111 -6.27171 6.34659 -0.24 -0.10 -0.07
O -0.83251 -3.89417 6.53373 -0.52 -0.19 -0.36
H 0.99560 -4.13781 5.62202 -0.03 -0.01 -0.04
H 0.43953 -2.45221 5.72954 -0.25 -0.22 0.22
H 0.11667 -3.71000 3.39323 -0.11 -0.19 -0.01
H -1.26099 -2.79683 4.04547 0.07 0.00 -0.05
C -0.89641 1.83142 3.53331 0.00 0.35 -0.46
C -0.93489 0.57147 2.69303 -0.52 -0.21 0.24
O 0.41086 0.08498 2.71373 0.37 0.37 0.26
S 1.09053 0.45279 4.12071 -0.63 0.31 -0.47
O 1.00088 -0.68347 4.97352 0.31 0.36 0.02
O 2.31717 1.11284 3.86848 0.18 -0.27 0.11
O 0.00475 1.53143 4.60780 0.07 -0.55 -0.04
H -0.48720 2.67338 2.97035 -0.03 -0.02 0.00
H -1.87629 2.09909 3.92207 0.12 -0.07 0.23
H -1.26018 0.75824 1.67242 0.27 -0.09 -0.06
H -1.57748 -0.18855 3.14390 -0.04 0.04 -0.06
```
Positions in Å, forces in eV/Å.

The HOMO-LUMO gap is 9.243 eV. The calculation puts the LUMO energy at 0.07 eV. Its electronic energy is -5042.6925 Ha. The strongest force on any atom is 0.0794 Eh/bohr. As for the spin multiplicity: 1. As for the HOMO energy: -9.169 eV.

Entry 2:
# C4H9N

The molecule C4H9N (wB97M-V/def2-TZVPD, the Open Molecules 2025 dataset).

```
14
Properties=species:S:1:pos:R:3:forces:R:3
C 0.83085 -0.86356 -1.00236 0.27 0.28 -0.40
C -0.04485 0.04883 -0.55647 -1.07 -1.06 0.53
C -1.22670 0.53683 -1.36159 0.39 0.13 -0.29
N -0.14915 0.41467 0.77289 0.20 0.04 0.41
C 0.78199 -0.01304 1.79274 -0.16 1.20 0.59
H 0.90604 -1.14812 -2.04068 -0.29 0.22 -0.15
H 1.54753 -1.36986 -0.38098 0.14 0.18 0.35
H -1.00539 0.40443 -2.41826 -0.18 0.13 -0.07
H -2.13978 -0.01359 -1.13012 0.14 -0.32 0.08
H -1.47718 1.57680 -1.15108 0.29 0.14 -0.11
H -1.07298 0.60466 1.12452 0.01 0.04 -0.33
H 1.12342 -1.04029 1.74131 0.04 -0.18 -0.19
H 1.60817 0.70258 1.84296 0.44 -0.45 -0.36
H 0.31804 0.15966 2.76712 -0.23 -0.36 -0.07
```
Positions in Å, forces in eV/Å.

The energy above the lowest of the compared OMol25 structures with the same formula, charge and spin is 55.8 kJ/mol. As for the SMILES: C=C(C)NC. The HOMO-LUMO gap is 8.959 eV. The calculation puts the LUMO energy at 1.09 eV. Its electronic energy is -212.5299 Ha. The strongest force on any atom is 0.0311 Eh/bohr. As for the spin multiplicity: 1. As for the HOMO energy: -7.873 eV.

Entry 3:
# C2H5Br2N2O2

A structure of composition C2H5Br2N2O2 (wB97M-V/def2-TZVPD, the Open Molecules 2025 dataset).

```
13
Properties=species:S:1:pos:R:3:forces:R:3
C -2.28323 -0.09205 -1.25212 2.18 -2.01 4.89
C 3.61273 -0.25972 0.85611 -0.40 -1.32 -1.77
N -1.31458 0.68836 0.86602 -1.89 -1.68 -6.00
N -0.26166 0.07295 0.68526 2.95 -0.38 2.86
O 0.19318 -0.59968 -0.25806 -1.80 1.06 -0.38
O -2.39969 0.80961 -0.11373 0.58 0.69 1.95
Br 4.67937 0.64193 -0.25429 0.47 0.75 0.13
Br 2.57583 -1.50544 0.12533 0.19 0.26 0.95
H -1.58480 0.37370 -1.84905 1.90 -0.10 -1.63
H -3.18463 -0.01151 -1.66231 -3.86 -0.02 -1.71
H -2.09804 -1.12662 -0.74830 -0.17 1.66 -1.93
H 3.62468 -0.11921 1.90680 -0.02 0.25 0.87
H -1.55915 1.12769 1.69834 -0.14 0.84 1.78
```
Positions in Å, forces in eV/Å.

The HOMO-LUMO gap (alpha / beta) is 5.969 / 5.977 eV. The calculation puts the LUMO energy (alpha / beta) at -6.73 / -6.73 eV. Its electronic energy is -5486.6796 Ha. Its total charge is +1. The strongest force on any atom is 0.1267 Eh/bohr. As for the spin multiplicity: 1. As for the HOMO energy (alpha / beta): -12.700 / -12.705 eV.

Entry 4:
# C2HClO2S

The molecule C2HClO2S (wB97M-V/def2-TZVPD, the Open Molecules 2025 dataset).

```
7
Properties=species:S:1:pos:R:3:forces:R:3
C 0.23197 -0.19961 -0.15866 -0.20 0.44 1.51
C -1.18498 0.39610 0.02468 3.10 -0.25 -0.50
O -1.48015 1.53227 0.16753 0.08 0.65 0.05
O 2.66365 -0.26886 -0.02019 1.67 -0.01 0.16
S 1.59746 0.71037 -0.00316 -2.07 -1.10 -0.51
Cl -2.29371 -0.85616 -0.02489 -1.85 -1.54 0.01
H 0.46575 -1.31411 0.01470 -0.74 1.81 -0.72
```
Positions in Å, forces in eV/Å.

The energy above the lowest of the compared OMol25 structures with the same formula, charge and spin is 74.6 kJ/mol. The HOMO-LUMO gap is 8.737 eV. The calculation puts the LUMO energy at -1.61 eV. Its electronic energy is -1085.6099 Ha. The strongest force on any atom is 0.0613 Eh/bohr. As for the spin multiplicity: 1. As for the HOMO energy: -10.350 eV.

Entry 5:
# C16H25BFN2O9PS

A cluster of 3 separate species, C16H25BFN2O9PS in total (wB97M-V/def2-TZVPD, the Open Molecules 2025 dataset).

```
56
Properties=species:S:1:pos:R:3:forces:R:3
C -3.97173 -1.21013 1.60824 -0.07 -0.04 -0.31
C -4.28626 0.25583 1.36302 -0.40 -0.26 -0.09
O -3.73344 1.14863 2.33582 -0.15 0.04 -0.09
C -2.37880 1.31288 2.25275 -0.17 0.27 -0.02
O -1.63248 0.55906 2.79447 0.41 -0.32 0.26
C -1.98661 2.57226 1.53018 0.08 0.15 -0.28
C -0.58148 2.64769 0.88293 0.03 0.11 0.00
C 0.30617 1.39707 0.80246 -0.02 -0.02 -0.03
C 0.20910 0.40795 -0.39205 0.94 0.12 -0.02
P 0.73336 -1.24668 0.26898 -0.49 -0.16 0.29
O -0.30794 -1.98900 1.01923 -0.02 0.03 -0.13
O 1.34764 0.77888 -1.26588 -0.27 0.13 0.27
S 0.99740 0.67883 -2.79671 0.14 0.01 -0.39
O 1.25797 -0.64474 -3.25466 -0.11 0.09 0.05
O 1.52488 1.80030 -3.47844 -0.14 -0.17 0.08
O -0.57884 0.86676 -2.61065 0.26 0.10 0.04
C -1.02520 0.36564 -1.33843 -0.19 -0.35 -0.18
F -1.98826 1.24159 -0.92558 -0.05 0.11 0.05
B -1.74201 -1.04295 -1.72536 -0.26 -0.05 -0.03
O -1.00172 -2.18325 -1.71179 0.12 0.20 0.27
O -3.01995 -0.99077 -2.20518 -0.03 -0.51 0.65
H -4.51252 -1.58692 2.47571 0.20 0.05 0.10
H -2.90228 -1.39993 1.70681 -0.03 0.02 0.12
H -4.32914 -1.78082 0.74246 -0.01 0.00 0.05
H -5.36459 0.41293 1.41367 0.08 0.07 0.04
H -3.97822 0.55897 0.35448 0.16 0.12 0.10
H -2.76054 2.79322 0.79623 0.01 -0.07 0.00
H -2.08359 3.36764 2.27725 -0.01 -0.07 0.01
H -0.68924 3.05224 -0.12373 -0.03 0.07 0.05
H 0.00209 3.40027 1.41811 0.03 -0.13 0.06
H 0.27914 0.82359 1.72842 -0.30 0.07 0.02
H 1.33424 1.76284 0.73259 -0.02 -0.07 -0.08
H 1.31023 -1.88634 -0.83255 0.19 0.08 0.03
H 1.81154 -0.83437 1.06582 0.19 0.02 -0.13
H -1.32576 -2.85153 -1.08638 0.03 -0.11 -0.40
H -3.69886 -0.72907 -1.57246 0.03 0.41 -0.32
C 4.68539 3.98909 1.59765 0.00 0.02 -0.01
C 4.09165 5.27341 1.73859 0.01 -0.01 -0.02
C 2.98843 5.12872 2.53576 -0.01 -0.03 -0.01
N 2.89305 3.80767 2.88060 -0.08 -0.04 0.00
C 3.92369 3.10622 2.31456 -0.05 -0.01 -0.01
H 5.57057 3.74397 1.03560 0.00 0.00 0.00
H 4.43667 6.19628 1.30413 0.00 0.00 0.00
H 2.26819 5.84843 2.88479 0.01 0.01 0.01
H 2.17624 3.41328 3.46128 0.03 0.00 0.05
H 4.02753 2.04613 2.47121 0.02 0.00 0.01
C 0.96955 -6.43652 -3.26668 -0.01 -0.02 0.03
C 1.38177 -6.35090 -1.90896 -0.02 -0.03 -0.01
C 1.49534 -5.02061 -1.60198 -0.03 0.05 -0.04
N 1.16948 -4.30335 -2.71981 0.03 0.07 0.00
C 0.84558 -5.15564 -3.73689 0.02 0.02 0.04
H 0.78339 -7.33458 -3.83117 0.00 -0.01 0.00
H 1.57153 -7.17042 -1.23644 0.00 -0.01 0.00
H 1.77595 -4.52868 -0.68581 0.01 -0.02 0.01
H 1.15802 -3.30000 -2.78360 -0.06 0.03 -0.05
H 0.55366 -4.78104 -4.70259 0.01 0.00 -0.01
```
Positions in Å, forces in eV/Å.

As for the SMILES: CCOC(=O)CCC[C@]1([PH2]=O)OS(=O)(=O)O[C@@]1(F)B(O)O.c1cc[nH]c1.c1cc[nH]c1. The HOMO-LUMO gap is 8.478 eV. The calculation puts the LUMO energy at 0.27 eV. Its electronic energy is -2275.6613 Ha. The strongest force on any atom is 0.0185 Eh/bohr. As for the spin multiplicity: 1. As for the HOMO energy: -8.203 eV.

- What is the formula in the second record?
  C4H9N